Record 1
{"formula": "C10H20N2OPPd", "method": "ωB97M-V/def2-TZVPD", "e_homo_ev": [0.73, -4.50], "lumo_ha": [0.1189, 0.0820], "gap_ev": [2.5005, 6.7340], "total_charge": -1, "s2": 2.03, "spin_multiplicity": 3, "elements": ["C", "C", "C", "C", "C", "Pd", "P", "H", "H", "H", "H", "H", "H", "H", "H", "C", "N", "C", "C", "O", "N", "C", "C", "H", "H", "H", "H", "H", "H", "H", "H", "H", "H", "H", "H"], "xyz": [[-1.544, -0.941, -0.473], [-0.894, -1.947, -1.298], [-0.242, -1.312, -2.377], [-0.480, 0.088, -2.324], [-1.340, 0.382, -1.185], [-0.267, 0.310, 0.644], [-0.305, -0.237, 2.866], [-2.325, -1.097, 0.270], [-0.954, -3.019, -1.112], [0.317, -1.823, -3.164], [-2.020, 1.231, -1.081], [-0.131, 0.826, -3.040], [1.010, -0.543, 3.315], [-1.026, -1.395, 3.299], [-0.689, 0.710, 3.863], [3.769, -0.056, 1.069], [3.766, 1.392, 1.135], [4.994, 2.017, 1.578], [2.622, 1.995, 0.707], [1.726, 1.215, 0.259], [2.409, 3.340, 0.718], [3.360, 4.352, 1.135], [1.168, 3.870, 0.167], [4.750, -0.400, 1.399], [3.588, -0.401, 0.046], [2.997, -0.486, 1.716], [5.320, 2.802, 0.885], [4.909, 2.431, 2.593], [5.754, 1.231, 1.594], [4.140, 4.532, 0.380], [2.813, 5.291, 1.275], [3.827, 4.094, 2.090], [0.571, 3.047, -0.237], [0.599, 4.393, 0.950], [1.400, 4.598, -0.628]]}

Record 2
{"formula": "C3H8N3O", "method": "ωB97M-V/def2-TZVPD", "e_homo_ev": -14.76, "lumo_ha": -0.1173, "gap_ev": 11.5703, "smiles": "N/C(O)=[NH+]/N1CC1", "total_charge": 1, "spin_multiplicity": 1, "elements": ["C", "C", "C", "N", "N", "N", "O", "H", "H", "H", "H", "H", "H", "H", "H"], "xyz": [[-1.116, 1.046, 0.295], [0.865, -1.844, -0.170], [1.777, -0.800, -0.879], [-1.707, 1.944, 1.054], [0.092, 0.480, 0.442], [0.427, -0.509, -0.572], [-1.762, 0.698, -0.794], [0.368, -2.549, -0.759], [1.076, -2.270, 0.777], [2.504, -0.363, -0.244], [2.032, -0.754, -1.871], [-1.118, 2.248, 1.879], [-2.547, 2.413, 0.667], [0.624, 0.432, 1.356], [-1.517, -0.172, -1.180]]}

Record 3
{"formula": "C2H4FPS", "method": "ωB97M-V/def2-TZVPD", "e_homo_ev": -8.57, "lumo_ha": -0.0178, "gap_ev": 8.0875, "spin_multiplicity": 1, "elements": ["C", "C", "F", "P", "S", "H", "H", "H", "H"], "xyz": [[-0.602, -0.525, -0.063], [0.734, -0.345, 0.734], [-0.279, 2.139, -0.096], [-0.331, 0.038, -2.378], [-1.337, 0.917, -0.942], [-1.277, -1.352, -0.024], [0.893, -1.311, 1.377], [0.634, 0.566, 1.360], [1.565, -0.126, 0.031]]}

Record 4
{"formula": "C8H10O5Sm", "method": "ωB97M-V/def2-TZVPD", "e_homo_ev": [-18.93, -19.94], "lumo_ha": [-0.5667, -0.5094], "gap_ev": [3.5075, 6.0816], "total_charge": 3, "s2": 8.94, "spin_multiplicity": 6, "elements": ["Sm", "O", "C", "C", "O", "C", "O", "C", "O", "C", "H", "H", "C", "H", "H", "C", "C", "O", "H", "H", "H", "H", "H", "H"], "xyz": [[-0.118, -0.381, 0.728], [1.444, -2.470, -1.834], [0.933, -1.988, -0.911], [-1.226, 1.512, 1.935], [-1.582, 2.590, 2.138], [-2.163, -0.753, -0.660], [-2.969, -0.667, -1.479], [2.214, 0.267, 1.326], [3.276, 0.752, 1.392], [1.024, 2.336, -2.943], [2.110, 2.108, -2.904], [0.461, 1.700, -3.664], [0.437, 3.250, -2.157], [-0.657, 3.455, -2.172], [0.992, 3.864, -1.418], [-0.706, -3.686, 3.531], [-0.874, -3.292, 2.074], [-0.429, -1.877, 2.228], [0.306, -3.441, 3.883], [-0.849, -4.726, 3.749], [-1.406, -3.112, 4.166], [-0.193, -3.725, 1.304], [-1.916, -3.122, 1.754], [-0.439, -1.725, 3.193]]}

Record 5
{"formula": "C25H29LuN4PS3", "method": "ωB97M-V/def2-TZVPD", "e_homo_ev": -16.70, "lumo_ha": -0.3477, "gap_ev": 7.2429, "total_charge": 3, "spin_multiplicity": 1, "elements": ["Lu", "N", "C", "C", "C", "C", "C", "C", "P", "C", "C", "C", "C", "C", "C", "C", "C", "C", "C", "C", "C", "H", "H", "H", "H", "H", "H", "H", "H", "H", "H", "H", "H", "H", "H", "H", "H", "S", "C", "N", "C", "C", "S", "H", "H", "H", "H", "H", "S", "C", "N", "C", "C", "C", "N", "H", "H", "H", "H", "H", "H", "H", "H"], "xyz": [[-0.205, 0.034, 0.704], [-0.989, -2.164, -0.256], [-0.018, -2.965, -1.045], [-0.461, -4.150, -1.615], [0.398, -4.938, -2.367], [1.717, -4.553, -2.539], [2.171, -3.375, -1.970], [1.311, -2.555, -1.237], [1.949, -1.032, -0.441], [3.696, -0.854, -0.886], [4.078, -0.417, -2.156], [5.425, -0.323, -2.459], [6.385, -0.658, -1.512], [6.001, -1.069, -0.244], [4.658, -1.164, 0.077], [1.126, 0.302, -1.477], [1.267, 1.628, -0.994], [0.722, 2.687, -1.713], [0.003, 2.439, -2.878], [-0.179, 1.139, -3.325], [0.369, 0.068, -2.628], [-1.801, -2.035, -0.880], [-1.337, -2.811, 0.472], [-1.482, -4.473, -1.471], [0.035, -5.849, -2.815], [2.395, -5.174, -3.105], [3.202, -3.078, -2.097], [3.331, -0.163, -2.896], [5.722, 0.014, -3.440], [7.432, -0.598, -1.767], [6.746, -1.317, 0.497], [4.355, -1.494, 1.063], [1.963, 1.828, -0.163], [0.885, 3.705, -1.392], [-0.392, 3.266, -3.445], [-0.727, 0.961, -4.238], [0.267, -0.939, -3.018], [-1.200, -0.176, 3.259], [-0.510, 1.353, 3.421], [0.752, 1.604, 2.862], [1.281, 2.914, 3.313], [0.078, 3.816, 3.522], [-1.235, 2.709, 4.160], [1.425, 0.863, 3.101], [1.957, 3.325, 2.561], [1.836, 2.799, 4.251], [-0.287, 4.248, 2.587], [0.261, 4.609, 4.246], [-2.160, 1.675, 0.105], [-3.696, 1.262, 0.829], [-4.531, 0.493, 0.154], [-5.833, 0.101, 0.680], [-5.727, 0.049, 2.200], [-5.255, 1.409, 2.699], [-4.009, 1.739, 2.018], [-4.320, 0.288, -0.814], [-6.097, -0.872, 0.262], [-6.595, 0.823, 0.371], [-5.005, -0.716, 2.498], [-6.690, -0.203, 2.638], [-5.061, 1.386, 3.773], [-6.007, 2.178, 2.499], [-3.389, 2.404, 2.459]]}

Record 6
{"formula": "C6H12O", "method": "ωB97M-V/def2-TZVPD", "e_homo_ev": [-8.30, -8.30], "lumo_ha": [-0.0232, -0.0231], "gap_ev": [7.6735, 7.6757], "spin_multiplicity": 1, "elements": ["C", "C", "O", "C", "C", "C", "C", "H", "H", "H", "H", "H", "H", "H", "H", "H", "H", "H", "H"], "xyz": [[-0.758, 1.404, 1.609], [0.031, 0.405, 0.695], [1.252, 0.148, 1.147], [-0.789, -0.825, 0.715], [0.616, -1.532, -0.862], [0.796, -0.191, -1.576], [0.032, 0.889, -0.787], [-0.775, 1.035, 2.638], [-1.776, 1.614, 1.267], [-0.178, 2.329, 1.592], [1.001, -1.231, 0.213], [-0.606, -1.533, 1.522], [-1.755, -0.905, 0.211], [1.377, -2.289, -1.101], [-0.342, -2.016, -1.090], [0.460, -0.237, -2.617], [1.861, 0.055, -1.571], [-0.990, 1.025, -1.171], [0.543, 1.856, -0.834]]}

Record 7
{"formula": "C10H22N3O3", "method": "ωB97M-V/def2-TZVPD", "e_homo_ev": -12.91, "lumo_ha": -0.1055, "gap_ev": 10.0392, "total_charge": 1, "spin_multiplicity": 1, "elements": ["C", "C", "N", "C", "N", "C", "C", "N", "C", "C", "H", "H", "H", "H", "H", "H", "H", "H", "H", "H", "H", "H", "H", "H", "H", "H", "C", "O", "C", "O", "O", "C", "H", "H", "H", "H", "H", "H"], "xyz": [[1.866, -1.357, 0.824], [0.786, -2.498, 0.804], [1.000, -3.587, 1.434], [-0.521, -2.194, 0.032], [-1.764, -2.421, 0.817], [-2.984, -1.981, 0.048], [-3.053, -0.421, -0.175], [-2.200, 0.378, 0.716], [-2.082, -0.182, 2.062], [-1.818, -1.739, 2.140], [1.896, -0.870, 1.820], [1.541, -0.565, 0.103], [2.854, -1.708, 0.470], [1.940, -3.480, 1.831], [-0.555, -2.906, -0.829], [-0.444, -1.188, -0.412], [-1.887, -3.428, 0.963], [-3.875, -2.307, 0.631], [-3.006, -2.538, -0.912], [-4.096, -0.058, -0.019], [-2.792, -0.205, -1.233], [-1.305, 0.610, 0.302], [-1.323, 0.351, 2.675], [-3.055, 0.022, 2.573], [-0.938, -1.916, 2.785], [-2.685, -2.184, 2.684], [0.819, 4.756, -2.554], [2.183, 4.339, -2.503], [2.382, 3.199, -1.847], [1.533, 2.525, -1.319], [3.688, 2.929, -1.875], [4.036, 1.726, -1.201], [0.786, 5.690, -3.111], [0.210, 4.018, -3.076], [0.432, 4.934, -1.551], [3.547, 0.870, -1.669], [3.773, 1.789, -0.144], [5.113, 1.598, -1.283]]}

Record 8
{"formula": "CH4F2Si", "method": "ωB97M-V/def2-TZVPD", "e_homo_ev": [-9.11, -8.90], "lumo_ha": [-0.0508, -0.0008], "gap_ev": [7.7274, 8.8743], "spin_multiplicity": 1, "elements": ["C", "F", "F", "Si", "H", "H", "H", "H"], "xyz": [[2.417, 0.398, -0.163], [-3.408, 0.438, -0.551], [-2.459, -0.309, 1.611], [-2.058, -0.169, 0.061], [1.966, -0.479, -0.577], [3.115, 0.954, -0.751], [2.259, 0.641, 0.865], [-1.833, -1.475, -0.495]]}

no.,largest force on an atom (eV Å⁻¹)
1,2.3
2,2.9
3,3.9
4,8.4
5,1.4
6,0.3
7,2.1
8,1.5